No. 1
The following is a quantum chemistry calculation of one molecule with the formula C19H21N3O3S, from the Open Molecules 2025 dataset.

Last column: Löwdin charge in e.
Atoms and positions in Å:
C -6.756 -1.326 -0.704  -0.05
C -5.355 -1.021 -0.272  -0.29
C -4.275 -1.508 -1.002  -0.04
C -2.978 -1.231 -0.618  -0.03
C -2.725 -0.456 0.508  -0.22
C -1.305 -0.147 0.898  -0.12
N -0.620 0.564 -0.162  0.08
C 0.535 0.138 -0.704  -0.49
O 1.074 -0.901 -0.363  0.06
C 1.108 1.030 -1.791  -0.09
C 1.116 2.531 -1.479  -0.18
C 1.551 2.908 -0.061  -0.17
C 2.991 2.542 0.302  -0.11
N 3.211 1.116 0.519  0.08
C 2.585 0.554 1.614  -0.48
O 1.867 1.189 2.356  0.08
N 2.850 -0.771 1.855  0.18
C 3.587 -1.541 1.003  -0.29
C 3.845 -2.926 1.089  -0.10
C 4.636 -3.348 0.065  -0.39
S 5.088 -2.095 -1.015  1.08
C 4.197 -0.947 -0.081  -0.39
C 4.046 0.449 -0.386  -0.45
O 4.563 1.033 -1.317  0.06
C -3.798 0.036 1.235  -0.04
C -5.097 -0.247 0.850  -0.05
H -7.477 -0.973 0.030  0.07
H -6.971 -0.843 -1.658  0.08
H -6.889 -2.398 -0.838  0.08
H -4.458 -2.114 -1.879  0.11
H -2.147 -1.620 -1.189  0.12
H -1.276 0.447 1.819  0.13
H -0.738 -1.069 1.055  0.13
H -1.044 1.417 -0.489  0.15
H 2.120 0.683 -1.995  0.11
H 0.523 0.858 -2.700  0.13
H 1.787 3.013 -2.194  0.12
H 0.118 2.949 -1.644  0.10
H 1.468 3.993 0.036  0.12
H 0.887 2.461 0.678  0.09
H 3.678 2.840 -0.492  0.12
H 3.253 3.058 1.231  0.13
H 2.329 -1.198 2.607  0.17
H 3.456 -3.566 1.860  0.11
H 4.982 -4.346 -0.118  0.07
H -3.618 0.641 2.113  0.11
H -5.922 0.141 1.432  0.11

Atoms 1-2, force components in eV/Å:
0.012 0.009 -0.044
-0.021 0.056 0.102

## Properties
SMILES: Cc1ccc(CNC(=O)CCCCn2c(=O)[nH]c3ccsc3c2=O)cc1
Total charge: 0
Multiplicity: 1
M: 371.5 g/mol

No. 2
The following is a quantum chemistry calculation of one molecule with the formula C19H21N3O4S, from the Open Molecules 2025 dataset.

Last column: Löwdin charge in e.
Atoms and positions in Å:
C 0.005 -2.784 1.538  -0.10
N -0.777 -1.903 0.700  -0.28
C -0.756 -2.252 -0.704  -0.12
C -1.763 -1.426 -1.513  -0.52
O -1.445 -0.878 -2.547  0.06
N -3.017 -1.509 -1.036  0.08
C -4.088 -0.679 -1.565  -0.12
C -4.273 0.559 -0.729  -0.23
C -3.696 1.761 -1.112  -0.05
C -3.817 2.880 -0.308  -0.08
C -4.513 2.806 0.886  -0.09
C -5.090 1.610 1.274  -0.08
C -4.969 0.492 0.470  -0.05
S -0.486 -0.264 0.995  0.69
O -0.439 -0.114 2.420  -0.28
O -1.468 0.473 0.266  -0.24
C 1.130 0.056 0.306  -0.26
C 1.246 0.387 -1.031  -0.05
C 2.505 0.594 -1.565  0.02
C 3.634 0.471 -0.758  -0.18
C 3.508 0.125 0.594  -0.15
C 2.243 -0.080 1.117  0.00
C 4.764 -0.037 1.398  -0.12
C 5.808 0.977 0.940  -0.08
C 6.034 0.908 -0.555  -0.47
O 7.100 1.081 -1.097  0.08
N 4.900 0.674 -1.284  0.15
H 0.000 -2.360 2.539  0.08
H -0.461 -3.769 1.560  0.10
H 1.038 -2.883 1.185  0.09
H 0.241 -2.118 -1.149  0.13
H -1.035 -3.307 -0.797  0.14
H -3.112 -1.791 -0.071  0.14
H -3.803 -0.419 -2.586  0.12
H -5.003 -1.280 -1.580  0.12
H -3.140 1.812 -2.035  0.12
H -3.360 3.811 -0.610  0.10
H -4.601 3.679 1.517  0.10
H -5.630 1.547 2.208  0.10
H -5.419 -0.443 0.777  0.11
H 0.358 0.483 -1.635  0.11
H 2.617 0.854 -2.607  0.12
H 2.103 -0.331 2.156  0.12
H 4.555 0.086 2.461  0.12
H 5.154 -1.050 1.250  0.13
H 6.762 0.824 1.444  0.13
H 5.465 1.991 1.165  0.14
H 4.991 0.740 -2.290  0.16

Atoms 1-2, force components in eV/Å:
0.211 -0.172 0.371
-0.100 0.887 0.183

## Properties
SMILES: CN(CC(=O)NCc1ccccc1)S(=O)(=O)c1ccc2c(c1)CCC(=O)N2
Total charge: 0
Multiplicity: 1
M: 387.5 g/mol

Record-wise calculated total energy values, in eV: -41494.45417, -43540.48268